Below is a molecular structure, C18H32F13GaN8O14PS2, with properties calculated with ωB97M-V/def2-TZVPD.

```
89
Properties=species:S:1:pos:R:3:lowdin_charge:R:1
F -1.806 -1.820 1.200 0.130
C -1.569 -0.844 0.299 -0.463
F -1.171 -1.384 -0.883 0.107
C -2.838 -0.035 0.051 -0.186
C -3.994 -0.964 -0.331 -0.270
Ga -5.252 0.134 -1.525 0.308
P -7.365 -0.913 -1.825 0.114
S -7.612 -1.648 -3.654 -0.139
C -5.410 1.979 -0.645 -0.318
C -6.501 2.370 0.157 -0.111
C -6.604 3.613 0.777 -0.110
C -5.546 4.490 0.558 -0.123
C -4.503 4.047 -0.246 -0.183
N -4.399 2.851 -0.840 0.034
C -0.434 0.062 0.826 -0.364
F -0.324 1.140 0.040 0.153
F -0.802 0.492 2.050 0.149
C 0.967 -0.620 1.009 -0.361
F 1.393 -0.588 2.275 0.133
F 0.820 -1.928 0.716 0.150
C 2.106 -0.135 0.072 -0.437
F 3.044 -1.100 0.095 0.097
F 1.689 -0.027 -1.172 0.172
S 3.004 1.448 0.597 0.768
F 3.662 0.659 1.801 -0.132
F 4.219 1.047 -0.348 -0.131
F 2.382 2.267 -0.600 -0.115
F 1.797 1.892 1.506 -0.104
F 3.803 2.724 1.049 -0.102
H -2.660 0.642 -0.782 0.094
H -3.108 0.526 0.940 0.123
H -4.481 -1.390 0.546 0.045
H -3.661 -1.787 -0.955 0.019
H -4.478 0.331 -2.878 -0.031
H -8.379 0.044 -1.585 -0.106
H -7.589 -1.882 -0.819 -0.104
H -7.307 1.656 0.295 0.075
H -7.462 3.879 1.375 0.092
H -5.535 5.481 0.984 0.085
H -3.681 4.737 -0.420 0.087
C 3.979 -2.038 3.419 0.052
N 4.167 -3.515 3.401 -0.435
O 5.195 -3.954 2.916 0.038
O 3.277 -4.187 3.863 0.091
H 4.855 -1.576 2.978 0.092
H 3.091 -1.818 2.840 0.071
H 3.853 -1.734 4.453 0.110
C -0.773 -3.694 -3.937 0.036
N -2.122 -3.083 -3.771 -0.444
O -2.615 -3.124 -2.667 0.070
O -2.615 -2.588 -4.761 0.071
H -0.458 -4.090 -2.979 0.089
H -0.862 -4.478 -4.682 0.093
H -0.104 -2.911 -4.281 0.094
C 8.152 -3.860 1.596 0.041
N 9.439 -3.663 2.317 -0.442
O 9.428 -3.742 3.530 0.051
O 10.422 -3.434 1.646 0.069
H 7.373 -4.054 2.321 0.065
H 7.954 -2.950 1.037 0.092
H 8.282 -4.702 0.922 0.098
C 10.390 -1.269 5.498 0.038
N 9.944 -0.768 6.828 -0.456
O 8.764 -0.529 6.978 0.063
O 10.799 -0.632 7.677 0.057
H 9.526 -1.341 4.850 0.081
H 11.115 -0.559 5.113 0.100
H 10.844 -2.242 5.648 0.099
C 5.241 -2.961 -0.966 0.043
N 6.542 -3.646 -1.201 -0.455
O 6.605 -4.837 -0.983 0.064
O 7.461 -2.955 -1.589 0.063
H 4.522 -3.693 -0.619 0.099
H 5.413 -2.192 -0.219 0.090
H 4.930 -2.516 -1.906 0.104
C -9.121 7.687 -0.579 0.041
N -8.891 6.220 -0.462 -0.440
O -7.780 5.803 -0.700 0.077
O -9.847 5.548 -0.129 0.062
H -8.191 8.155 -0.879 0.091
H -9.897 7.834 -1.324 0.096
H -9.449 8.044 0.392 0.095
C -4.220 2.943 -6.149 0.034
N -5.427 2.291 -5.570 -0.448
O -5.366 1.958 -4.413 0.033
O -6.375 2.143 -6.321 0.044
H -3.465 3.004 -5.374 0.092
H -3.886 2.329 -6.980 0.093
H -4.517 3.929 -6.493 0.090
```

* total charge: -1
* molecular weight: 996.3 g/mol
* Kohn-Sham gap: 0.1903 Ha

---

Below is a molecular structure, C18H32GeN5O6SeW, with properties calculated with ωB97M-V/def2-TZVPD.

```
64
Properties=species:S:1:pos:R:3:nbo_charge:R:1
W 0.707 1.053 -0.326 1.727
N 0.199 0.104 1.652 -0.820
C -0.789 -1.009 1.464 -0.169
C -0.786 -2.093 2.532 -0.422
C 0.523 -2.870 2.701 -0.422
C 0.331 -4.147 3.517 -0.223
N -0.331 -5.177 2.712 -0.570
C -0.490 -6.443 3.109 0.681
N -1.046 -7.332 2.292 -0.748
N -0.076 -6.821 4.314 -0.753
C -0.569 -1.534 0.054 0.785
O -0.591 -2.681 -0.265 -0.513
O -0.371 -0.514 -0.814 -0.739
H 1.016 -0.215 2.171 0.424
H -0.214 0.836 2.230 0.426
H -1.772 -0.531 1.444 0.260
H -1.597 -2.770 2.254 0.241
H -1.084 -1.653 3.487 0.242
H 1.263 -2.266 3.232 0.224
H 0.953 -3.136 1.732 0.224
H -0.262 -3.927 4.410 0.214
H 1.305 -4.524 3.834 0.228
H -0.758 -4.901 1.842 0.422
H -1.323 -7.090 1.356 0.428
H -1.241 -8.273 2.597 0.436
H 0.258 -6.159 4.991 0.430
H -0.149 -7.781 4.612 0.439
O -0.167 2.019 -1.991 -0.675
C -1.049 2.573 -1.226 0.795
O -0.777 2.392 0.045 -0.704
C -2.199 3.279 -1.683 -0.183
C -2.447 3.426 -3.059 -0.097
C -3.558 4.127 -3.479 -0.204
C -4.426 4.681 -2.540 -0.074
C -4.165 4.513 -1.189 0.013
C -3.070 3.827 -0.732 -0.103
N -5.098 5.091 -0.188 0.529
O -5.996 5.772 -0.613 -0.310
O -4.871 4.830 0.973 -0.355
H -1.768 2.989 -3.779 0.239
H -3.760 4.249 -4.533 0.259
H -5.303 5.239 -2.841 0.283
H -2.902 3.727 0.331 0.272
C 2.227 1.959 0.953 -1.083
Ge 2.816 2.140 -2.106 1.670
C 2.004 1.796 -3.819 -1.095
C 3.421 3.924 -1.749 -1.111
C 3.944 0.688 -1.457 -1.059
Se 2.719 -0.685 -0.809 0.541
C 2.175 -1.483 -2.508 -0.752
H 2.939 2.656 0.517 0.246
H 2.823 1.278 1.566 0.252
H 1.611 2.557 1.640 0.261
H 1.627 2.734 -4.220 0.277
H 1.202 1.066 -3.790 0.263
H 2.808 1.420 -4.460 0.277
H 2.637 4.664 -1.899 0.279
H 4.187 4.085 -2.518 0.294
H 3.885 4.042 -0.775 0.269
H 4.566 0.981 -0.613 0.282
H 4.591 0.230 -2.204 0.289
H 1.358 -0.927 -2.953 0.239
H 1.854 -2.496 -2.283 0.271
H 3.054 -1.506 -3.147 0.256
```

* multiplicity: 3
* total charge: +3
* molecular weight: 749.9 g/mol
* relative energy (zero: lowest compared OMol25 entry of this formula, charge and spin): 0.0 kcal per mole
* Kohn-Sham gap (alpha / beta): 0.2602 / 0.2315 Ha

---

Among the records above, which one has the lowest molecular weight?
C18H32GeN5O6SeW